Record 1
Below is a cluster of 3 separate species, C19H43BrN3 in total, with properties calculated with ωB97M-V/def2-TZVPD.

lowest unoccupied orbital energy = -5.28 eV
highest occupied orbital energy = -0.462 Eh
maximum force = 5.1 eV/A
2S+1 = 1
total charge = +1
frontier orbital gap = 7.28 eV

Element x y z (Å)
C  1.5325  0.1490  0.6382
C  0.0122  -0.1871  0.1155
C  -1.1359  0.8767  0.7061
Br  -0.1717  2.5996  1.0239
C  -2.4125  0.9678  -0.3173
C  -3.3862  2.2686  -0.1074
C  -4.4494  2.1523  1.1349
N  -4.6355  0.7075  1.5507
C  -4.5132  -0.2442  0.3784
N  -5.5471  -1.0581  -0.0961
N  -3.1749  -0.3718  -0.3146
H  1.6056  0.3654  1.7941
H  2.0474  0.9701  -0.0332
H  2.1703  -0.8451  0.4646
H  -0.0130  -0.2131  -1.0624
H  -0.2344  -1.2904  0.4866
H  -1.5003  0.4294  1.7348
H  -1.9663  1.0541  -1.4193
H  -4.0441  2.3546  -1.0999
H  -2.8360  3.2958  -0.0015
H  -5.4602  2.6670  0.7932
H  -4.0907  2.7468  2.0956
H  -5.5169  0.5618  2.0993
H  -6.4922  -0.6753  -0.3684
H  -5.4690  -2.1191  -0.1342
H  -2.6309  -1.0636  0.2821
C  5.2482  -3.0583  5.8274
C  4.6524  -2.7751  4.4571
C  3.9807  -1.4025  4.3625
C  2.7797  -1.1925  5.2917
C  1.6397  -2.2004  5.1302
C  0.9971  -2.1654  3.7521
H  4.4805  -3.0828  6.6053
H  5.7478  -4.0320  5.8253
H  5.9898  -2.2995  6.0950
H  3.9451  -3.5677  4.1929
H  5.4567  -2.8189  3.7129
H  3.6696  -1.2362  3.3232
H  4.7252  -0.6274  4.5793
H  2.3869  -0.1820  5.1244
H  3.1200  -1.2120  6.3350
H  0.8702  -1.9754  5.8781
H  1.9907  -3.2146  5.3469
H  0.6004  -1.1701  3.5319
H  0.1677  -2.8778  3.7068
H  1.7077  -2.4371  2.9676
C  -1.0792  1.8686  -7.5036
C  0.1910  1.2964  -6.8938
C  -0.0779  0.2849  -5.7764
C  -0.8094  0.8398  -4.5489
C  -0.1265  2.0204  -3.8550
C  1.2435  1.6758  -3.2912
H  -1.6629  2.4307  -6.7698
H  -0.8283  2.5525  -8.3202
H  -1.7090  1.0725  -7.9121
H  0.8235  2.1120  -6.5292
H  0.7607  0.7945  -7.6853
H  0.8786  -0.1523  -5.4627
H  -0.6668  -0.5455  -6.1835
H  -0.9340  0.0256  -3.8244
H  -1.8246  1.1416  -4.8368
H  -0.7671  2.3551  -3.0306
H  -0.0394  2.8700  -4.5401
H  1.1737  0.8560  -2.5705
H  1.6664  2.5438  -2.7764
H  1.9437  1.3867  -4.0789

---

Record 2
Below is the molecule C18H19N3O6, with properties calculated with ωB97M-V/def2-TZVPD.

lowest unoccupied orbital energy = -0.45 eV
highest occupied orbital energy = -0.331 Eh
maximum force = 1.1 eV/A
2S+1 = 1
frontier orbital gap = 8.55 eV
ΔE to the lowest compared entry with this formula, charge and spin = 7.414 eV

Element x y z (Å)
C  1.8742  2.1304  4.3453
C  1.5228  1.3838  3.0609
N  1.1351  2.3413  2.0295
C  1.9875  2.4951  0.8971
C  1.6457  1.5171  -0.2895
N  2.8641  0.7483  -0.6551
O  3.0444  0.5238  -1.8295
O  3.5708  0.3714  0.2470
C  1.1260  2.2759  -1.4667
C  -0.1694  2.5558  -1.6020
C  -1.1921  2.1244  -0.6327
O  -2.3545  2.4237  -0.7255
C  -0.6422  1.3505  0.5759
N  -1.7009  0.4163  1.0828
O  -2.3127  -0.1941  0.2434
O  -1.8495  0.3214  2.2718
C  -0.2490  2.3935  1.6675
C  0.5791  0.5035  0.1710
C  0.2205  -0.5413  -0.8912
C  -0.2286  -1.8386  -0.2150
O  -0.0034  -2.0309  0.9594
C  -0.9336  -2.8192  -1.0594
C  -0.9038  -2.7929  -2.4534
C  -1.5942  -3.7472  -3.1761
C  -2.3271  -4.7266  -2.5238
C  -2.3605  -4.7607  -1.1391
C  -1.6632  -3.8173  -0.4114
H  2.1639  1.4243  5.1181
H  1.0181  2.7007  4.6948
H  2.6977  2.8172  4.1697
H  0.7038  0.6884  3.2641
H  2.3898  0.8048  2.7317
H  1.8932  3.5212  0.5219
H  3.0207  2.3306  1.2069
H  1.8519  2.6163  -2.1914
H  -0.5403  3.1361  -2.4332
H  -0.4726  3.3988  1.2900
H  -0.8590  2.2206  2.5559
H  0.9522  -0.0413  1.0477
H  -0.5694  -0.1900  -1.5550
H  1.0896  -0.7870  -1.5075
H  -0.3289  -2.0470  -2.9802
H  -1.5628  -3.7272  -4.2554
H  -2.8699  -5.4637  -3.0968
H  -2.9297  -5.5232  -0.6291
H  -1.6765  -3.8237  0.6678